# 1
A cluster of 3 separate species, C3H12O3 in total, computed with ωB97M-V/def2-TZVPD.

Calculated values
- M: 96.1 g mol⁻¹
- E: -347.16816 Ha
- ΔE to the lowest compared entry with this formula, charge and spin: 106.11 kJ/mol
- SMILES: CO.CO.CO

Geometry as XYZ:
```
18
Properties=species:S:1:pos:R:3:mulliken_charge:R:1
C -1.27021 2.45307 -0.08918 -0.513
H -0.63898 -2.91855 -1.34799 0.295
H 2.12717 -0.55951 1.08236 0.275
H 1.47992 0.61979 2.23450 0.267
H -1.21413 0.77965 0.89765 0.427
H 0.43632 -0.31278 -1.49128 0.075
O 0.05188 -0.52233 1.33904 -0.495
H 1.55093 -1.09469 2.67240 0.231
H -0.59733 2.03360 -0.84699 0.157
H -0.69329 3.16483 0.51594 0.229
O -0.41432 -2.07117 -0.95623 -0.556
C 1.36771 -0.39322 1.85342 -0.619
H 0.00700 -1.26068 0.71480 0.313
C 0.38618 -1.33087 -1.86826 -0.426
H 1.40324 -1.73195 -1.93099 0.278
O -1.88166 1.45384 0.69642 -0.506
H -2.04935 3.01420 -0.60737 0.251
H -0.05109 -1.32325 -2.86825 0.315
```

---

# 2
A cluster of 3 separate species, C6H12Br6 in total, computed with ωB97M-V/def2-TZVPD.

Calculated values
- M: 563.6 g mol⁻¹
- E: -15679.90812 Ha
- ΔE to the lowest compared entry with this formula, charge and spin: 6.83 kJ/mol
- SMILES: BrCCBr.BrCCBr.BrCCBr

Geometry as XYZ:
```
24
Properties=species:S:1:pos:R:3:mulliken_charge:R:1
H 1.24641 2.16568 4.45619 0.422
H 1.05940 -2.87680 -4.60891 0.361
H -0.91788 2.04087 5.64416 0.389
Br 0.09723 4.22770 3.71864 -0.136
H 0.18308 -1.63744 -2.62134 -0.117
Br 0.49469 -4.69614 -3.05273 -0.127
Br -2.16239 -2.42812 -2.53956 -0.135
H 1.44884 1.85861 -0.90134 0.429
C -0.46471 -2.01732 -3.40605 -0.217
Br -0.67661 -0.19886 4.62682 -0.167
C 0.11177 -3.17581 -4.16237 -0.574
H -1.80820 1.96030 4.10943 0.357
Br 2.36997 -0.36752 -1.46884 -0.175
H -0.71129 -1.19443 -4.07398 0.405
H 0.38173 1.00078 -2.05406 0.354
H -0.51471 -0.44032 -0.34220 0.256
H 0.63154 0.12316 0.87649 0.415
C -0.87055 1.73451 4.60468 -0.542
Br -1.16560 1.80654 0.50397 -0.142
H -0.54160 -3.49120 -4.97067 0.384
H 0.46247 1.94827 2.89756 -0.038
C 0.07575 0.40931 -0.01011 -0.485
C 0.94700 0.92709 -1.13179 -0.615
C 0.32364 2.32114 3.90601 -0.301
```

---

# 3
A structure of composition C9H9CoNO6, computed with ωB97M-V/def2-TZVPD.

Calculated values
- M: 286.1 g mol⁻¹
- E: -2235.80623 Ha
- Multiplicity: 5
- Charge: +3

Geometry as XYZ:
```
26
Properties=species:S:1:pos:R:3:mulliken_charge:R:1
H -1.30970 2.00784 0.43112 0.292
C -1.32629 0.76188 -2.37882 0.457
H -2.35409 0.53036 0.49194 0.280
N 0.21677 -0.15168 2.15600 0.009
H -0.32381 1.32663 3.57929 0.424
Co 0.18130 -0.12612 -2.65500 0.492
H -1.36216 -0.15146 3.57896 0.421
C 0.18352 -0.12562 -4.50941 0.261
C -1.53251 1.08035 1.01201 -0.950
C 1.03692 1.36712 -2.21739 0.327
O -2.32720 1.34243 -2.28036 -0.083
O 0.38853 -0.26996 0.00710 -0.378
C 1.42210 -0.99911 2.02514 -0.536
C -0.27570 0.19239 0.96675 0.660
O 2.58342 -1.54866 -1.92462 -0.079
H -1.84495 1.34691 2.06150 0.406
C -0.71552 -1.58722 -2.22461 0.314
C -0.30300 0.20842 3.53240 -0.684
H 1.16847 -1.89030 1.40856 0.286
O 1.63977 2.30072 -1.92346 -0.052
O 0.18439 -0.12726 -5.66285 -0.058
O -1.24678 -2.56193 -1.92060 -0.053
H 0.44098 -0.31447 4.17215 0.219
H 2.17255 -0.45894 1.40584 0.287
C 1.62407 -0.97455 -2.20771 0.401
H 1.67894 -1.17776 3.07606 0.337
```

---

# 4
A cluster of 4 separate species, C17H41N2O9S3 in total, computed with ωB97M-V/def2-TZVPD.

Calculated values
- M: 513.7 g mol⁻¹
- E: -2653.26110 Ha
- Charge: +1

Geometry as XYZ:
```
72
Properties=species:S:1:pos:R:3:mulliken_charge:R:1
C -2.39070 0.01308 3.70746 -1.030
C 0.63997 -8.87135 0.71627 -0.971
H -3.11105 -0.47244 3.05470 0.312
H -0.26085 -3.84535 2.93151 0.232
C -2.02989 3.02793 -2.04312 -0.500
H 1.04929 -8.31058 1.55593 0.285
O 1.05989 -5.66723 1.02749 -0.536
H 5.21125 6.99294 0.17773 0.319
S 1.68197 -5.90800 -0.24162 1.216
H -1.80870 -1.73334 -1.94730 0.345
H -4.31280 2.93961 -3.37412 0.368
H 1.24143 -2.97314 4.75951 0.294
C -0.83311 0.04257 -1.51534 -0.249
H -1.14213 -0.86299 -3.43122 0.260
H 0.92538 -9.08467 -1.40370 0.273
H 1.28310 2.87348 1.46733 0.374
H -3.75197 0.44213 -1.93270 0.175
C 1.91339 3.63845 1.00948 -0.664
H -2.38149 1.68395 -3.72082 0.340
H 1.29548 4.24336 0.34563 0.205
S -0.76430 -0.41663 3.18378 1.167
H 0.38777 2.38296 -3.77674 0.318
C 1.19870 -4.63379 -1.36039 -1.037
N -3.36901 2.94956 -1.49838 -0.242
H -1.20130 2.28899 -0.10219 0.364
H 2.36879 -8.55393 -0.55349 0.342
C -0.40176 1.77584 -3.34541 -1.424
H -0.44652 0.88512 -3.97198 0.458
O -0.86575 -1.97627 3.46448 -0.334
H 0.11314 -4.60427 -1.40835 0.308
H -0.43450 -8.68993 0.69045 0.266
H 0.81532 -9.93162 0.89697 0.386
C 0.15309 -2.84015 2.90476 -0.137
C -1.29109 -0.87793 -2.35934 -1.241
H 1.62909 -4.84353 -2.33553 0.408
H 3.09979 3.88132 2.78940 0.299
N -1.77098 2.43456 -3.40408 0.038
C 1.43998 -2.79547 3.70303 -1.020
H 1.58622 -3.69643 -0.96681 0.385
H -5.40556 2.80890 -2.01553 0.418
O 2.56440 6.30676 -0.56498 -0.611
H -0.15474 3.30374 -1.12405 0.021
H -1.71982 3.22293 -4.04101 0.401
O 3.09431 -6.11231 -0.33921 -0.660
C 2.55440 4.49941 2.07926 -0.594
H 4.77716 7.83590 1.69949 0.330
O -0.64341 -0.21093 1.76358 -0.591
S 2.95686 6.69101 0.76027 1.193
O 0.92974 -7.10700 -0.97294 -0.287
C 4.46471 7.59630 0.68715 -0.942
C 1.28304 -8.45487 -0.59158 -0.379
H 2.12856 -3.55673 3.33721 0.386
O 2.02656 7.35420 1.62217 -0.636
O 3.52192 5.40117 1.51815 -0.279
H 1.92709 -1.82394 3.61972 0.279
H 0.86320 1.36262 -1.58947 0.583
H -1.81503 4.09749 -2.11977 0.368
C -4.43665 2.49141 -2.38892 -0.653
H 4.26593 8.50562 0.12453 0.375
C -0.17968 1.35188 -1.89457 0.766
H 2.67571 3.15223 0.39922 0.290
C -4.49724 0.93373 -2.55154 -0.867
H -2.51835 -0.30752 4.73756 0.378
H -4.37043 0.64420 -3.59855 0.327
H -3.36531 2.42204 -0.63893 0.304
H 1.80433 5.05894 2.64052 0.371
H -2.47843 1.09529 3.63746 0.378
H -0.92099 -0.12032 -0.44987 0.491
O 0.18758 0.17468 4.06991 -0.620
C -0.90057 2.50890 -1.12088 -0.458
H 0.32608 -2.58621 1.85774 0.212
H -5.47055 0.55360 -2.24540 0.351
```

---

# 5
The molecule C6H10O4, computed with ωB97M-V/def2-TZVPD.

Calculated values
- M: 146.1 g mol⁻¹
- E: -535.47884 Ha
- ΔE to the lowest compared entry with this formula, charge and spin: 307.82 kJ/mol
- SMILES: COC(=COC(C)=O)OC

Geometry as XYZ:
```
20
Properties=species:S:1:pos:R:3:mulliken_charge:R:1
O -0.04482 1.07741 -0.73648 -0.307
O 1.29924 -0.17628 1.23640 -0.541
C -0.69843 -0.12556 -0.43061 0.542
C 3.33771 -0.59552 0.11655 -1.115
H 3.72796 -0.38916 1.15288 0.313
O 1.32580 -1.14924 -0.82005 -0.265
O -2.02326 0.06111 0.01947 -0.359
H -1.51073 2.64147 -0.92113 0.268
H -0.88347 2.16116 0.74595 0.356
H -2.94080 -1.88286 0.13768 0.302
H -3.40886 -0.62106 1.27214 0.304
H -0.34248 -2.38398 -0.42552 0.274
C 1.82007 -0.59277 0.23265 0.955
C -0.69972 2.25708 -0.28286 -0.751
C -2.57329 -1.04201 0.78960 -0.775
H -1.89768 -1.49115 1.68171 0.284
C -0.00389 -1.27512 -0.69668 -0.318
H 3.76645 0.12637 -0.54074 0.270
H 3.71446 -1.57575 -0.18310 0.304
H 0.17672 2.95007 -0.43754 0.260
```

---

# 6
The molecule C14H15N7O3, computed with ωB97M-V/def2-TZVPD.

Calculated values
- M: 329.3 g mol⁻¹
- E: -1151.26934 Ha
- ΔE to the lowest compared entry with this formula, charge and spin: 431.38 kJ/mol
- SMILES: O=C(/C=C/c1ccc([N+](=O)[O-])cc1)c1cn(C[C@@H]2CNNN2)nn1

Geometry as XYZ:
```
39
Properties=species:S:1:pos:R:3:mulliken_charge:R:1
C -0.09364 1.48774 -0.94854 0.121
H 5.73381 4.20790 0.59329 0.423
H -5.73083 -4.03751 0.25937 0.320
C -5.37332 -3.42941 -0.54413 -0.683
H -2.37844 0.17705 -2.05985 0.454
O 7.74340 3.80263 1.87666 -0.585
H -4.18933 -0.48817 -0.25997 0.289
H 1.88734 0.20636 0.37100 0.448
H -3.80638 -2.76705 0.87873 0.391
H 1.44798 3.04839 -0.67421 0.357
C 4.07619 2.87244 0.33696 -0.532
H 3.59179 -0.08991 1.91891 0.368
H -6.77069 -2.91183 -1.97344 0.305
N 7.32060 2.67823 2.15459 0.922
N -4.88419 -1.22820 -0.16224 -0.395
C -1.78701 -0.36772 -1.29903 0.345
C 1.18668 2.01730 -0.45209 -0.457
C -0.66765 0.13224 -0.67706 -0.081
C 5.33956 3.22194 0.84200 -0.406
N -0.23778 -0.89008 0.16764 -0.049
N -6.42825 -2.55488 -1.06630 -0.398
N -2.01151 -1.62624 -0.74613 0.782
O 7.94034 1.79893 2.74980 -0.583
H 3.57719 3.54428 -0.36416 0.291
H -2.57545 -3.55067 -1.24794 0.301
C 6.02734 2.34404 1.66747 -0.026
C -3.04453 -2.57442 -1.13260 -1.178
H -5.04743 -4.11592 -1.36003 0.267
H -6.57892 -0.50847 -1.11751 0.272
C 2.10879 1.24254 0.18303 -0.310
C 3.46577 1.68897 0.68141 0.836
C 4.09769 0.83139 1.60365 -0.591
N -5.86320 -1.24974 -1.21088 -0.320
N -1.04399 -1.89444 0.15815 -1.095
O -0.67218 2.25349 -1.71079 -0.623
H -3.46174 -2.29325 -2.08109 0.453
C -4.21354 -2.54627 -0.10879 0.391
C 5.37700 1.12603 2.04369 -0.420
H 5.93852 0.44230 2.71042 0.395
```